(1)
{"formula": "C20H57N5O6", "method": "ωB97M-V/def2-TZVPD", "elements": ["C", "O", "C", "C", "C", "N", "H", "H", "H", "H", "H", "H", "H", "H", "H", "H", "H", "C", "O", "C", "C", "C", "N", "H", "H", "H", "H", "H", "H", "H", "H", "H", "H", "H", "C", "O", "C", "C", "C", "N", "H", "H", "H", "H", "H", "H", "H", "H", "H", "H", "H", "C", "O", "C", "C", "C", "N", "H", "H", "H", "H", "H", "H", "H", "H", "H", "H", "H", "C", "O", "C", "C", "C", "N", "H", "H", "H", "H", "H", "H", "H", "H", "H", "H", "H", "O", "H", "H"], "positions_angstrom": [[1.8446, -4.8305, -0.4128], [2.1465, -3.7298, -1.2298], [1.0335, -3.2869, -1.9517], [1.3956, -2.1322, -2.9114], [1.7334, -0.8246, -2.2106], [0.3681, -1.9790, -3.9288], [1.2256, -4.4982, 0.4370], [2.7861, -5.2342, -0.0548], [1.2192, -5.6052, -0.8729], [0.7138, -4.0859, -2.6385], [0.1620, -3.0140, -1.3397], [2.2826, -2.5831, -3.3744], [2.4724, -0.9427, -1.4205], [0.8226, -0.3187, -1.8955], [2.1769, -0.2396, -3.0247], [-0.4999, -1.7864, -3.4329], [0.5014, -1.1855, -4.5419], [-0.5834, 1.2335, 2.2762], [0.2128, 1.7026, 1.2173], [1.1032, 2.7717, 1.5591], [1.9949, 3.0147, 0.3747], [2.7703, 1.7680, -0.0477], [2.9764, 4.0595, 0.6762], [-1.2713, 0.4971, 1.8596], [-1.1811, 2.0102, 2.7692], [0.0330, 0.7584, 3.0472], [0.4712, 3.6264, 1.8281], [1.6508, 2.4420, 2.4514], [1.3455, 3.2860, -0.4723], [3.5054, 1.8187, -0.8525], [2.1053, 0.9486, -0.3056], [3.3560, 1.4289, 0.8153], [3.5383, 4.2032, -0.1639], [2.5662, 4.9929, 0.7462], [-2.1404, -2.6605, 1.1632], [-2.0039, -2.4083, -0.2279], [-2.8012, -3.3336, -0.9553], [-2.6463, -3.3038, -2.4771], [-3.2182, -2.0704, -3.1518], [-3.3347, -4.4669, -3.0176], [-1.4878, -1.9607, 1.6871], [-1.8446, -3.6738, 1.4350], [-3.1620, -2.3886, 1.4386], [-2.4455, -4.3340, -0.6624], [-3.8559, -3.2928, -0.6613], [-1.5665, -3.3672, -2.6629], [-2.9544, -2.0637, -4.2135], [-2.7530, -1.1911, -2.6979], [-4.3035, -2.0016, -3.1008], [-3.3431, -4.4170, -4.0273], [-2.8889, -5.3359, -2.7427], [-2.9453, 3.2812, -0.6909], [-3.2288, 4.2184, 0.3116], [-3.7272, 5.4518, -0.1947], [-2.7537, 6.1782, -1.1049], [-1.5063, 6.6202, -0.3173], [-3.4883, 7.3608, -1.6151], [-3.8070, 3.0432, -1.3268], [-2.6781, 2.3217, -0.2467], [-2.0967, 3.5601, -1.3202], [-4.6592, 5.2412, -0.7324], [-3.9813, 6.0792, 0.6601], [-2.4312, 5.6225, -1.9844], [-1.7395, 7.2348, 0.5568], [-0.8216, 7.2078, -0.9331], [-0.9471, 5.7587, 0.0632], [-2.8621, 8.0123, -2.0840], [-3.7142, 7.8964, -0.7707], [4.4223, -3.7412, 4.9005], [3.4481, -2.7800, 4.6213], [3.2661, -2.5671, 3.2442], [2.0519, -1.6892, 2.9650], [1.9206, -1.3987, 1.4762], [2.1368, -0.4303, 3.7312], [5.4317, -3.3805, 4.6487], [4.2132, -4.6617, 4.3421], [4.4839, -3.9634, 5.9653], [4.1873, -2.1499, 2.8098], [3.0947, -3.5459, 2.7635], [1.1588, -2.2164, 3.3091], [2.8488, -0.9504, 1.1221], [1.1382, -0.6750, 1.2342], [1.5907, -2.2748, 0.9157], [2.1804, -0.6370, 4.7289], [3.0821, -0.0620, 3.5998], [-1.3595, 0.1892, -1.2082], [-0.7816, 0.5939, -0.5448], [-1.3550, -0.7637, -0.9954]], "forces_ev_per_a": [[-0.56, 0.35, 0.67], [0.12, 0.13, -0.09], [-0.96, 0.23, -1.43], [0.88, -0.86, 0.73], [0.37, -0.23, -1.08], [-0.79, -0.50, 0.42], [0.26, 0.00, 0.16], [-0.02, -0.15, 0.04], [0.37, 0.00, -0.53], [-0.18, -0.16, 0.22], [0.24, -0.05, 0.44], [0.15, 0.59, -0.25], [-0.11, -0.02, 0.09], [0.08, -0.04, 0.24], [0.10, 0.45, 0.40], [-0.05, 0.11, -0.26], [0.38, 0.06, 0.11], [-0.02, -0.12, 0.51], [-0.06, 0.15, -0.61], [-0.82, -1.15, 0.65], [0.47, 0.23, -1.21], [0.10, -0.85, 0.94], [0.23, 0.91, -0.50], [-0.01, 0.01, -0.02], [0.04, 0.21, -0.27], [0.04, -0.03, -0.07], [0.31, 0.29, -0.09], [0.30, 0.27, -0.10], [-0.08, 0.08, 0.10], [-0.26, 0.77, -0.20], [-0.16, 0.13, 0.04], [-0.07, 0.00, 0.06], [0.20, -0.45, 0.23], [-0.41, -0.37, 0.44], [0.11, 1.15, -0.19], [-0.07, -0.29, -0.47], [0.09, -1.03, -0.01], [0.01, 0.27, 0.12], [0.66, 0.37, 0.04], [-0.17, -0.30, 0.28], [0.12, -0.04, -0.08], [-0.26, -0.16, -0.06], [-0.09, -0.51, 0.32], [-0.16, -0.10, 0.06], [-0.03, 0.31, -0.04], [-0.07, 0.20, -0.12], [0.06, -0.04, 0.03], [-0.30, 0.16, -0.13], [-0.02, -0.11, 0.31], [0.01, -0.09, -0.02], [0.01, 0.07, -0.10], [0.11, -0.86, -0.25], [0.08, 0.43, 0.31], [-0.14, -1.10, -0.52], [0.51, 1.63, 0.23], [0.33, -0.49, 0.04], [-0.03, 0.35, 0.72], [-0.10, 0.40, -0.07], [0.05, 0.20, 0.35], [-0.04, 0.17, -0.07], [0.00, 0.17, -0.14], [0.16, 0.00, 0.10], [-0.21, -0.36, 0.15], [-0.33, -0.03, -0.08], [-0.08, -0.07, -0.15], [-0.05, -0.01, -0.07], [0.12, -0.40, -0.25], [-0.35, -0.08, -0.26], [0.72, -0.17, -0.15], [-0.52, 0.40, 0.55], [-0.11, -0.85, -0.52], [0.10, 0.46, 0.54], [-0.47, 0.15, 0.06], [0.53, 0.10, 0.23], [-0.12, -0.05, -0.31], [0.14, -0.05, 0.10], [-0.52, 0.11, 0.03], [-0.11, 0.18, -0.07], [0.13, 0.08, -0.10], [-0.01, -0.03, 0.09], [0.07, -0.35, -0.36], [0.05, 0.22, 0.53], [0.71, -0.21, -0.08], [-0.37, -0.26, -0.13], [-0.22, 0.20, -0.38], [0.18, -0.25, 0.12], [-0.02, 0.11, -0.03], [-0.20, 0.39, 0.16]], "homo_ev": -9.3, "e_above_lowest_kcal_mol": 20.99, "e_tot_ev": -41397.3033, "gap_ha": 0.3637, "smiles": "COC[C@H](C)N.COC[C@H](C)N.COC[C@H](C)N.COC[C@H](C)N.COC[C@H](C)N.O", "e_lumo_ev": 0.6, "fmax_ev_per_a": 1.73}

=====

(2)
{"formula": "C74H52F5N8O2P2PtS", "method": "ωB97M-V/def2-TZVPD", "elements": ["Pt", "O", "S", "C", "C", "C", "C", "C", "C", "C", "C", "C", "C", "P", "C", "C", "C", "C", "C", "C", "C", "C", "C", "C", "C", "C", "C", "C", "C", "C", "C", "C", "C", "C", "C", "C", "C", "C", "P", "C", "C", "C", "C", "C", "C", "C", "C", "C", "C", "C", "C", "C", "C", "H", "H", "H", "H", "H", "H", "H", "H", "H", "H", "H", "H", "H", "H", "H", "H", "H", "H", "H", "H", "H", "H", "H", "H", "H", "H", "H", "H", "H", "H", "H", "H", "H", "H", "H", "H", "C", "N", "C", "N", "C", "N", "C", "C", "C", "C", "C", "C", "C", "N", "N", "C", "O", "C", "C", "C", "C", "C", "C", "N", "C", "N", "C", "N", "C", "H", "H", "H", "H", "H", "H", "H", "H", "H", "H", "H", "H", "H", "H", "H", "H", "F", "C", "C", "C", "F", "C", "F", "C", "F", "C", "F"], "positions_angstrom": [[-0.5925, 0.1022, 0.0412], [2.4669, 0.7006, 0.2317], [1.6320, -0.0458, 1.2993], [2.0199, 0.4703, 2.8927], [3.2084, 0.0444, 3.4680], [3.5607, 0.3728, 4.7793], [2.6906, 1.1526, 5.4954], [2.7728, 1.6602, 6.9125], [1.5674, 2.6234, 7.0606], [0.8511, 2.5444, 5.7339], [-0.2419, 3.2079, 5.2608], [-0.6524, 2.9489, 3.9424], [-0.0499, 2.0354, 3.0864], [-0.8620, 2.0412, 1.4328], [-0.4660, 3.6802, 0.8389], [-1.4059, 4.4823, 0.1908], [-1.0306, 5.7333, -0.2770], [0.2846, 6.1606, -0.1483], [1.2296, 5.3523, 0.4743], [0.8560, 4.1161, 0.9712], [-2.6717, 2.0317, 1.7136], [-3.4685, 0.9217, 1.4340], [-4.8327, 0.9342, 1.6862], [-5.4345, 2.0605, 2.2204], [-4.6671, 3.1909, 2.4717], [-3.3064, 3.1814, 2.2181], [1.1181, 1.3511, 3.5576], [1.5214, 1.6523, 4.8754], [2.2348, -1.6939, 1.2712], [2.2276, -2.5382, 2.3608], [2.7385, -3.8491, 2.2954], [3.2806, -4.2704, 1.1125], [3.9636, -5.5640, 0.7296], [4.3710, -5.3737, -0.7582], [3.8759, -3.9937, -1.1197], [3.9540, -3.2728, -2.2794], [3.3657, -1.9962, -2.3130], [2.7361, -1.4022, -1.2273], [1.9670, 0.1902, -1.6534], [1.1446, -0.2750, -3.1607], [0.8662, 0.4942, -4.2489], [0.1226, -0.0627, -5.3826], [-0.4169, -1.3017, -5.3903], [-0.3572, -2.2040, -4.1903], [0.3758, -1.5138, -3.0230], [3.2501, 1.3644, -2.1922], [3.8064, 2.3604, -1.3783], [4.8737, 3.1161, -1.8312], [5.3981, 2.9103, -3.0989], [4.8351, 1.9531, -3.9275], [3.7613, 1.1928, -3.4946], [2.7026, -2.1147, 0.0063], [3.2563, -3.4055, -0.0021], [3.8891, -0.5618, 2.8840], [4.4968, 0.0203, 5.1945], [3.7252, 2.1561, 7.0999], [2.7146, 0.8280, 7.6150], [1.8877, 3.6460, 7.2636], [0.9070, 2.3407, 7.8805], [-0.7767, 3.9399, 5.8551], [-1.4883, 3.5226, 3.5814], [-2.4247, 4.1418, 0.0610], [-1.7644, 6.3728, -0.7525], [0.5758, 7.1279, -0.5410], [2.2545, 5.6898, 0.5709], [1.5916, 3.4879, 1.4679], [-3.0519, 0.0385, 0.9869], [-5.4249, 0.0648, 1.4375], [-6.5005, 2.0679, 2.4178], [-5.1310, 4.0946, 2.8491], [-2.7565, 4.0993, 2.3777], [1.8354, -2.1821, 3.3052], [2.7267, -4.4767, 3.1783], [3.3000, -6.4173, 0.8730], [4.8325, -5.7417, 1.3647], [3.9361, -6.1330, -1.4083], [5.4517, -5.4366, -0.8909], [4.4490, -3.6549, -3.1638], [3.4201, -1.4519, -3.2481], [1.2565, 1.5040, -4.3379], [0.0345, 0.5564, -6.2676], [-0.9263, -1.6690, -6.2757], [-0.0546, -3.2260, -4.4216], [0.8433, -2.2349, -2.3649], [3.4018, 2.5607, -0.4041], [5.2943, 3.8783, -1.1886], [6.2338, 3.5042, -3.4465], [5.2296, 1.7924, -4.9227], [3.3496, 0.4629, -4.1707], [-2.6990, -2.2678, 4.9870], [-1.9289, -2.1235, 3.7445], [-1.6623, -1.0098, 3.0797], [-1.0888, -1.3136, 1.9183], [-1.0206, -2.6798, 1.9524], [-1.5275, -3.2079, 3.0355], [-4.1629, -1.9495, 4.7639], [-4.9397, -1.5072, 5.8261], [-6.2860, -1.2260, 5.6351], [-6.8629, -1.3667, 4.3826], [-6.0857, -1.8140, 3.3199], [-4.7427, -2.1140, 3.5133], [-6.6804, -1.9483, 1.9871], [-7.8771, -1.6848, 1.6115], [-7.9238, -1.9536, 0.2286], [-6.7459, -2.3384, -0.1007], [-5.8894, -2.3563, 0.9574], [-6.2389, -2.7262, -1.4204], [-7.0600, -2.6297, -2.5416], [-6.5644, -3.0031, -3.7781], [-5.2580, -3.4626, -3.9050], [-4.4399, -3.5648, -2.7914], [-3.0323, -4.1001, -2.9086], [-1.9924, -3.1320, -2.5012], [-1.7750, -2.6502, -1.2615], [-1.2346, -1.4531, -1.1991], [-1.0085, -1.1221, -2.5626], [-1.6603, -2.0946, -3.4496], [-4.9385, -3.1912, -1.5499], [-2.2785, -1.6096, 5.7436], [-2.5523, -3.2955, 5.3078], [-1.9104, -0.0222, 3.4435], [-0.5785, -3.2729, 1.1664], [-4.5009, -1.3925, 6.8128], [-6.8880, -0.8899, 6.4700], [-7.9099, -1.1420, 4.2188], [-4.1624, -2.4879, 2.6762], [-8.0763, -2.2737, -2.4260], [-7.1973, -2.9368, -4.6530], [-4.8808, -3.7414, -4.8834], [-2.8079, -4.3466, -3.9416], [-2.9118, -5.0016, -2.3104], [-2.0373, -3.2500, -0.3992], [-1.2773, -0.1150, -2.8059], [-4.3331, -3.2810, -0.6527], [0.6981, 2.5132, -1.6375], [-0.6150, 2.4028, -1.9093], [-1.3666, 1.4015, -1.3261], [-2.7072, 1.3653, -1.7011], [-3.5064, 0.3912, -1.2640], [-3.2603, 2.2643, -2.5940], [-4.5324, 2.1682, -2.9354], [-2.4641, 3.2487, -3.1537], [-2.9726, 4.1135, -4.0090], [-1.1278, 3.3088, -2.8149], [-0.3450, 4.2385, -3.3462]], "forces_ev_per_a": [[-1.32, 1.33, 0.61], [-0.32, 0.23, -0.73], [-0.51, -1.20, 0.33], [0.16, 0.32, -0.17], [0.19, 0.13, 0.13], [0.16, -0.16, -0.11], [-0.17, 0.18, 0.10], [-0.07, 0.06, -0.13], [-0.03, -0.02, -0.13], [0.13, -0.02, 0.22], [-0.16, 0.13, -0.06], [0.20, -0.15, 0.22], [-0.08, -0.06, 0.11], [-0.29, -0.82, -0.23], [0.27, 0.15, -0.28], [0.13, 0.08, 0.03], [0.02, -0.01, -0.07], [0.01, 0.05, -0.02], [0.02, 0.00, -0.04], [-0.08, 0.03, 0.07], [-0.05, 0.37, 0.18], [-0.02, 0.12, 0.14], [0.00, 0.09, -0.04], [-0.07, -0.02, 0.00], [0.02, 0.06, 0.02], [-0.10, -0.08, -0.05], [-0.15, 0.32, 0.06], [0.05, -0.07, 0.10], [0.20, 0.08, -0.19], [-0.07, -0.05, 0.11], [-0.10, 0.08, 0.10], [0.10, -0.15, -0.15], [0.00, 0.15, -0.02], [-0.04, 0.12, 0.07], [0.03, -0.18, 0.05], [0.10, 0.10, -0.14], [0.02, -0.15, 0.03], [-0.12, -0.16, -0.44], [2.87, 0.17, 0.61], [-0.50, 0.51, -0.04], [0.11, -0.07, -0.12], [0.14, -0.20, 0.09], [0.09, 0.28, 0.13], [0.27, -0.16, -0.06], [-0.02, -0.29, -0.06], [-0.21, 0.05, -0.11], [-0.06, -0.11, -0.20], [-0.07, 0.03, 0.03], [0.02, 0.02, -0.04], [0.00, -0.02, -0.07], [0.09, 0.12, 0.25], [0.25, -0.05, -0.12], [-0.01, -0.09, -0.02], [-0.03, 0.01, 0.02], [-0.05, 0.01, -0.01], [0.01, -0.01, -0.03], [0.01, -0.04, -0.01], [0.01, 0.00, -0.03], [0.00, -0.03, -0.01], [0.03, -0.06, -0.04], [0.00, -0.03, 0.08], [0.02, 0.01, -0.04], [0.03, -0.04, 0.00], [-0.02, -0.05, 0.07], [-0.06, -0.01, 0.01], [-0.05, 0.07, -0.02], [0.14, -0.18, 0.00], [0.05, 0.11, 0.00], [0.07, 0.00, -0.03], [0.02, -0.06, -0.01], [-0.05, -0.03, -0.03], [0.02, -0.01, -0.01], [-0.03, 0.05, -0.04], [-0.03, 0.02, -0.02], [-0.01, 0.02, 0.00], [-0.03, 0.01, 0.00], [0.00, 0.01, -0.01], [-0.01, 0.02, 0.04], [-0.03, -0.08, 0.01], [-0.19, 0.01, 0.05], [0.01, -0.01, 0.06], [0.01, 0.07, 0.06], [-0.04, 0.02, -0.13], [-0.17, -0.13, 0.10], [-0.04, -0.01, 0.13], [-0.01, -0.01, -0.01], [-0.02, -0.03, 0.02], [-0.01, 0.01, 0.03], [0.07, -0.07, 0.01], [-0.12, -0.02, -0.21], [0.05, -0.29, 0.26], [-0.01, -0.02, -0.08], [0.17, -0.07, 0.02], [-0.02, 0.17, -0.05], [-0.07, 0.29, 0.11], [0.04, -0.02, -0.11], [-0.02, 0.00, 0.07], [-0.05, 0.04, 0.02], [-0.06, 0.00, 0.05], [-0.06, -0.06, -0.10], [0.07, -0.04, 0.00], [0.08, -0.01, 0.07], [-0.14, -0.12, -0.59], [-0.04, 0.20, 0.57], [0.02, -0.01, -0.09], [0.16, -0.14, 0.03], [0.00, 0.09, 0.14], [-0.05, -0.03, 0.02], [-0.04, 0.02, -0.01], [-0.01, 0.04, -0.14], [0.08, 0.12, 0.07], [-0.08, 0.25, 0.12], [0.70, 0.04, -0.01], [0.03, 0.18, 0.07], [-0.50, -1.18, -0.11], [-0.04, 0.01, -0.24], [-1.00, -0.19, 0.04], [0.07, -0.07, 0.10], [0.10, 0.04, 0.01], [0.03, -0.08, 0.01], [0.01, -0.12, -0.03], [0.05, 0.02, 0.13], [-0.03, 0.02, -0.08], [0.03, -0.01, -0.04], [0.05, -0.01, 0.02], [-0.01, 0.03, 0.05], [0.05, -0.01, -0.03], [0.01, 0.00, 0.02], [-0.03, -0.02, 0.06], [0.03, -0.12, -0.04], [0.13, -0.01, 0.07], [-0.11, 0.09, -0.10], [-0.04, 0.27, -0.19], [-0.03, -0.02, -0.07], [0.20, 0.02, 0.14], [-0.17, -0.16, -0.20], [0.01, 0.10, 0.33], [0.14, 0.08, 0.06], [-0.13, -0.22, -0.02], [-0.02, 0.01, -0.01], [-0.09, 0.00, -0.01], [-0.10, 0.10, -0.08], [-0.03, 0.04, -0.05], [0.10, 0.08, -0.12], [0.06, 0.06, -0.02]], "homo_ev": -14.1, "charge": 3, "e_above_lowest_kcal_mol": 39.55, "e_tot_ev": -139817.9536, "gap_ha": 0.1555, "e_lumo_ev": -9.9, "fmax_ev_per_a": 2.94}

=====

Which formula does entry 1 have? C20H57N5O6